[1]
Computed, not measured: a 9-piece molecular cluster, C15H47NO12 overall in a non-equilibrium geometry, with wB97M-V/def2-TZVPD.

Values from the calculation:
**Energy above the lowest of the compared OMol25 structures with the same formula, charge and spin**: 7.691 eV
**Total charge**: 0

Each line ends with the Löwdin charge.
CARTESIAN COORDINATES (ANGSTROEM)
O (-50.0946, 25.6600, 53.0268)  -0.036
H (-49.4599, 25.3885, 46.3262)  0.098
N (-52.2783, 22.7531, 45.3264)  0.082
C (-54.3669, 21.4699, 45.7817)  -0.135
H (-50.6787, 25.8569, 53.6373)  -0.012
H (-54.9879, 21.4785, 50.9491)  0.055
H (-49.4037, 28.4695, 49.3735)  0.113
O (-51.0212, 24.9647, 46.5282)  -0.108
H (-51.5331, 28.7152, 50.6081)  0.099
H (-57.4702, 20.8085, 45.6940)  0.024
O (-54.2099, 25.7782, 49.8102)  -0.175
H (-48.2625, 27.5981, 46.6151)  0.073
C (-48.1372, 20.9473, 46.6786)  -0.148
H (-51.3500, 20.7387, 45.6332)  0.087
C (-54.6226, 26.6986, 50.8492)  -0.106
C (-46.6962, 27.0422, 45.2456)  -0.130
H (-51.7078, 26.3832, 46.1695)  -0.026
H (-49.4256, 23.2710, 48.9152)  0.069
H (-50.8808, 23.3612, 49.8940)  0.074
H (-48.9568, 27.5253, 44.8932)  0.144
H (-51.9166, 23.4523, 44.6846)  0.179
H (-53.8326, 26.7120, 51.5588)  0.065
O (-52.6252, 23.8695, 47.7538)  0.003
C (-53.6095, 22.4059, 44.9013)  -0.121
H (-56.4263, 19.4023, 46.1764)  0.085
H (-49.4641, 22.7418, 44.9216)  0.119
H (-56.4187, 20.6148, 47.2437)  0.133
H (-46.4849, 28.0802, 44.8100)  0.052
H (-46.5223, 26.2386, 44.3583)  0.098
H (-52.1175, 23.1507, 46.2565)  0.098
O (-48.4187, 25.5476, 46.0030)  -0.187
C (-48.2797, 26.9513, 45.7232)  -0.327
H (-53.5816, 26.7600, 44.1088)  0.052
C (-51.7791, 24.7774, 47.5956)  -0.619
H (-53.8813, 26.0798, 45.7988)  0.076
C (-53.5481, 26.9089, 45.1570)  -0.081
O (-51.5060, 25.5980, 48.6917)  0.011
O (-52.1820, 27.0927, 45.7240)  -0.172
C (-56.6629, 20.4631, 46.0813)  -0.080
O (-50.2038, 28.4408, 48.8217)  -0.110
H (-51.2568, 21.5881, 49.1176)  0.017
H (-45.9088, 27.0015, 46.1103)  0.076
O (-49.1522, 20.8250, 45.7204)  -0.131
H (-54.7408, 27.6447, 50.4233)  0.059
H (-51.3456, 30.0204, 49.3774)  0.084
O (-50.3631, 21.4095, 49.3149)  -0.085
H (-48.2260, 21.0782, 47.7979)  0.099
C (-51.2832, 21.6424, 45.1742)  -0.053
H (-51.1661, 21.4718, 43.9760)  0.189
H (-49.3364, 25.9818, 51.1279)  0.084
H (-52.1596, 28.7657, 48.7671)  0.114
H (-49.5778, 22.7828, 50.7036)  0.104
H (-47.7153, 19.9010, 46.7985)  0.112
H (-55.4303, 26.1566, 51.0792)  0.042
C (-49.9963, 22.7194, 49.6497)  -0.184
H (-54.2099, 21.8823, 46.9439)  0.179
H (-54.0655, 27.8224, 45.3986)  0.067
O (-55.7627, 21.2790, 45.3591)  -0.174
H (-53.8195, 22.2562, 43.9714)  0.101
C (-51.2741, 28.9000, 49.5030)  -0.239
H (-54.1472, 22.9463, 51.1979)  0.077
H (-55.3806, 22.7733, 49.9858)  0.077
H (-50.9114, 25.8037, 51.1165)  0.007
H (-50.5930, 27.1508, 51.7957)  0.061
C (-54.5188, 22.2628, 50.4268)  -0.148
H (-49.9366, 22.6960, 46.6779)  0.131
H (-53.2442, 25.9180, 49.4675)  0.076
O (-53.5723, 22.0058, 49.4049)  -0.143
H (-51.0208, 26.5320, 48.4434)  0.176
H (-54.1299, 23.1513, 45.0679)  0.058
H (-53.9379, 20.5405, 45.8064)  0.087
H (-47.3051, 21.5096, 46.6868)  0.041
H (-53.2856, 22.7158, 48.8154)  0.005
C (-49.8252, 22.0877, 45.7048)  -0.167
C (-50.1954, 26.1691, 51.6993)  -0.114

[2]
Computed, not measured: a single C24H26ClN5O4S molecule in a non-equilibrium geometry, with wB97M-V/def2-TZVPD.

Values from the calculation:
**Total charge**: 0
**SMILES**: CN1CCN(S(=O)(=O)c2cccc(C(=O)N(Cc3nnc(-c4ccccc4Cl)o3)C3CC3)c2)CC1

Each line ends with the Löwdin charge.
CARTESIAN COORDINATES (ANGSTROEM)
C (3.1897, 1.7178, 1.1357)  -0.043
N (-1.8191, -4.0658, -0.5834)  -0.224
C (1.7796, 2.1830, 1.2023)  -0.341
C (-0.7969, -5.0797, -0.4414)  -0.098
H (-3.7953, -2.2013, 1.4461)  0.115
H (-4.4341, 4.1279, -0.4348)  0.108
C (0.4137, -0.9828, 2.8540)  -0.043
C (-1.7530, 4.1664, -2.4974)  -0.073
Cl (-2.9298, 3.1699, 1.7133)  0.803
C (-2.2969, -3.6011, 0.7072)  -0.177
C (0.0993, -0.2035, 0.2092)  -0.025
H (4.3071, 1.5785, -1.6407)  0.155
C (1.5229, -0.8368, 2.0387)  -0.016
C (-0.1040, 2.9236, 0.5944)  -0.297
C (1.3755, -0.4144, 0.7209)  -0.138
C (-1.3478, -2.9434, -1.3780)  -0.172
H (-1.2036, -5.9174, 0.1230)  0.083
H (3.4445, 1.3232, 2.1257)  0.137
C (4.5355, 0.9535, -0.7821)  -0.270
H (5.9536, -0.2867, -1.9507)  0.105
H (-0.0457, 0.1112, -0.8138)  0.138
H (-1.4908, -3.1072, 1.2821)  0.115
N (3.4131, 0.7390, 0.0850)  -0.004
H (5.9908, 0.9567, 0.8966)  0.103
C (5.9029, 1.0621, -0.1739)  -0.095
H (-0.5082, -5.4319, -1.4301)  0.084
H (2.5093, -1.0420, 2.4275)  0.124
C (-0.7970, 3.7156, -1.6132)  -0.017
C (-3.0645, 4.3212, -2.0729)  -0.070
C (-1.1306, 3.4163, -0.2903)  -0.179
N (1.0362, 2.2376, 2.2584)  0.125
O (-2.5024, 0.8443, -0.7341)  -0.269
H (-3.8186, 4.6665, -2.7639)  0.106
H (-1.4810, 4.3898, -3.5177)  0.104
N (-0.1610, 2.7052, 1.8739)  0.083
H (0.1017, -4.7073, 0.0749)  0.090
S (-2.6294, -0.1092, 0.3312)  0.656
C (2.5458, -0.2666, -0.2062)  -0.406
C (-0.9962, -0.3598, 1.0326)  -0.256
H (-3.2667, -2.4331, -2.2074)  0.132
H (0.2255, 3.5837, -1.9345)  0.117
O (-3.5471, 0.1456, 1.3988)  -0.306
O (2.6920, -1.0041, -1.1588)  0.103
C (-0.8547, -0.7295, 2.3551)  -0.053
H (6.5924, 1.7743, -0.6004)  0.100
H (3.8388, 2.5737, 0.9249)  0.145
H (0.5382, -1.2863, 3.8818)  0.112
H (-4.2938, -3.1675, 0.0349)  0.132
H (5.3557, -1.0726, -0.4389)  0.107
C (-3.4613, -2.6311, 0.5022)  -0.165
C (-2.4579, 3.5712, 0.1263)  -0.611
C (-2.4915, -1.9524, -1.6007)  -0.163
H (-1.0113, -3.3233, -2.3451)  0.127
H (-1.7359, -0.8044, 2.9720)  0.121
C (5.5313, -0.1502, -0.9683)  -0.086
H (-2.1465, -1.0528, -2.1096)  0.114
O (1.1313, 2.6210, 0.1053)  0.138
H (-2.6456, -4.4651, 1.2778)  0.125
N (-3.0994, -1.5355, -0.3617)  -0.230
C (-3.4148, 4.0249, -0.7699)  -0.095
H (-0.4937, -2.4392, -0.8918)  0.114

[3]
Computed, not measured: a 6-piece molecular cluster, C28H37BF20N3O11 overall in a non-equilibrium geometry, with wB97M-V/def2-TZVPD.

Values from the calculation:
**Total charge**: +1

Each line ends with the Löwdin charge.
CARTESIAN COORDINATES (ANGSTROEM)
C (-1.7907, -2.5991, -0.2312)  -0.076
F (6.0310, 6.4369, 2.1243)  0.100
H (-0.1559, -7.5914, 3.1495)  0.076
C (6.1372, 6.5018, -0.3383)  -0.453
C (5.8458, 3.4018, 2.1407)  -0.143
B (1.9067, 2.6044, 1.4967)  -0.521
H (-0.1080, -3.9264, -0.1494)  0.121
H (-2.2911, -3.0483, 0.6224)  0.072
F (4.8003, 6.7489, -0.4948)  0.138
C (-2.7346, -5.9429, 0.2187)  -0.504
C (1.3708, -0.6745, -2.6506)  -0.515
C (8.7627, 5.5239, 5.0688)  -0.185
F (6.8116, 7.6929, -0.3838)  0.148
H (-2.0053, -1.5282, -0.2337)  0.086
H (-10.9143, 1.1397, -4.1630)  0.085
F (-1.9676, -5.2799, -0.6693)  0.136
H (-0.5980, -8.8518, 4.3124)  0.085
H (0.1478, -2.4280, 0.7270)  0.128
H (-8.2794, 0.7256, -5.6881)  0.125
H (6.1318, 3.8474, -0.0136)  0.128
H (-2.2153, -3.0102, -1.1459)  0.079
C (-5.8261, -2.5329, -1.0419)  -0.513
O (-6.4889, -4.8138, -1.5185)  0.175
H (1.7691, 2.2464, -1.3283)  0.127
C (5.6700, 4.3408, 0.8890)  -0.076
F (-4.5666, -2.3984, -0.5750)  0.142
C (8.2065, 6.4357, 7.1642)  -0.377
H (-4.6482, -4.6013, -4.7029)  0.126
O (7.6859, 5.4116, 7.5024)  0.170
F (0.8057, -1.2121, -3.7378)  0.183
H (6.9434, 3.2317, 2.3036)  0.118
O (8.7857, 6.6370, 5.9719)  0.034
C (-8.9815, 0.5090, -4.8807)  -0.203
O (2.0275, 2.5801, 2.8823)  0.183
F (-8.7878, -3.6451, -5.6583)  0.107
C (-0.2986, -2.8543, -0.1737)  -0.173
H (-10.7417, 1.2330, -5.9073)  0.080
F (8.0869, 8.8132, 7.3618)  0.161
C (-6.7815, -4.8299, -4.6976)  -0.061
H (4.5964, 4.6324, 0.6970)  0.138
H (-6.9891, -3.8989, -5.2068)  0.066
N (2.9831, 2.2058, 0.5167)  0.150
O (-2.6389, -7.4660, 2.0093)  0.033
F (-6.1013, -1.4119, -1.7345)  0.157
F (2.6547, -1.0864, -2.6427)  0.154
H (8.9719, 4.5908, 5.5958)  0.128
H (5.4484, 3.9442, 3.0447)  0.118
N (4.9087, 1.6094, -0.5208)  0.138
F (-10.4447, -3.4407, -7.0274)  0.173
C (-9.5692, -1.4324, -6.0787)  -0.381
O (0.4108, -0.2916, -0.4564)  0.146
F (-3.2141, -5.0264, 1.0792)  0.153
O (-9.4878, -0.8514, -7.1220)  0.175
H (0.7641, 3.7995, 0.2810)  0.091
H (-8.4592, 0.6950, -3.9414)  0.124
C (2.7587, 2.0539, -0.8752)  -0.014
O (0.3514, -2.3476, -1.3585)  0.056
C (7.4407, 5.4631, 4.3297)  -0.065
C (6.4521, 5.7290, 1.0191)  -0.361
H (-1.6555, -9.3118, 2.0722)  0.128
H (-2.8593, -9.0150, 3.3149)  0.129
H (2.8738, 2.9412, 3.1989)  0.097
C (5.1367, 1.9649, 2.0043)  -0.046
F (-10.7595, -3.1525, -4.9210)  0.166
C (-1.9691, -7.0619, 0.9261)  -0.383
F (-6.6349, -2.5285, 0.0238)  0.171
H (6.6133, 5.2834, 5.0209)  0.091
H (4.1200, 1.5024, -2.6544)  0.145
O (-5.4192, -3.6175, -3.0919)  0.026
H (7.4523, 4.6680, 3.5899)  0.039
F (1.3910, 0.6579, -2.8432)  0.130
O (-0.9360, -7.5337, 0.5447)  0.170
H (-6.7758, -5.6410, -5.4276)  0.095
H (5.9390, 1.1712, 2.0159)  0.138
C (-5.9779, -3.7973, -1.8890)  -0.387
H (-7.5981, -5.0021, -3.9951)  0.085
O (-9.3458, -0.8813, -4.8788)  0.026
C (0.6459, -1.0537, -1.3589)  -0.379
H (5.8974, 1.3793, -0.6573)  0.187
C (-10.2142, 1.3856, -4.9640)  -0.059
N (0.5900, 3.0102, 0.9218)  0.152
C (4.3268, 1.9180, 0.6800)  -0.187
H (0.2455, 2.2289, 0.3417)  0.069
F (7.8017, 5.4183, 1.0151)  0.101
F (9.5958, 7.8000, 8.5285)  0.166
C (-2.0516, -8.5517, 2.7479)  -0.195
C (-5.4502, -4.7503, -3.9789)  -0.190
H (-5.2283, -5.6732, -3.4390)  0.123
C (-0.9873, -8.0400, 3.6967)  -0.061
F (7.5189, 7.6606, 9.0905)  0.169
H (4.5095, 1.7871, 2.9116)  0.118
F (6.5444, 5.7822, -1.4388)  0.128
H (-1.3957, -7.2653, 4.3491)  0.084
H (9.5755, 5.6807, 4.3587)  0.131
C (8.3481, 7.6815, 8.0402)  -0.527
C (-9.8962, -2.9182, -5.9244)  -0.505
H (-9.9433, 2.4395, -4.8859)  0.084
C (3.9420, 1.6789, -1.5744)  0.031
F (-3.7913, -6.4153, -0.4623)  0.173
H (7.2398, 6.4073, 3.8317)  0.078

Energy (computed, hartree): -1556.8681, -2363.2245, -4103.1603